14
Properties=species:S:1:pos:R:3:forces:R:3 method="wB97M-V/def2-TZVPD" lumo_energy_ev=-6.351 homo_energy_ev=-16.524 total_energy_ha=-249.6488 homo_lumo_gap_ev=10.17 e_above_lowest_kj_mol=463.0 charge=+1
C 0.2547 1.3391 -0.9462 -0.1499 -0.4560 -2.1099
C -0.9160 -0.2396 -0.4725 1.7147 -3.9950 1.1870
C -0.2085 -0.3310 -1.8892 1.2970 -3.1408 0.0607
C -0.0631 0.8577 0.3623 -1.1375 0.3774 1.4357
C 1.1491 0.3691 1.1527 -0.2476 -0.2157 -1.0819
N 0.3931 0.9489 -2.0878 0.5536 3.4190 1.6325
H -1.9488 0.1159 -0.3247 0.3503 -0.6422 -1.0596
H -0.6955 -1.3272 0.0502 -1.0108 2.8717 -0.9246
H 0.7433 -1.0065 -2.0825 -1.5537 0.8058 1.6438
H -0.7184 -0.7674 -2.7026 -1.6345 0.5167 -0.9719
H -0.9094 1.3422 0.9498 1.7101 0.0667 -0.6908
H 0.8633 -0.2447 1.9920 -0.2065 -0.6002 -0.1199
H 1.6448 1.1858 1.5885 0.6212 1.3521 0.5211
H 1.8758 -0.0745 0.4555 -0.3065 -0.3595 0.4778